1.
{
  "formula": "C27H34CeN6OS7",
  "method": "ωB97M-V/def2-TZVPD",
  "elements": ["Ce", "C", "C", "N", "N", "C", "S", "S", "C", "C", "C", "C", "C", "C", "C", "C", "C", "C", "C", "C", "C", "O", "H", "H", "H", "H", "H", "H", "H", "H", "H", "H", "H", "H", "H", "H", "N", "C", "C", "N", "H", "H", "H", "H", "H", "H", "H", "H", "S", "C", "S", "C", "C", "S", "S", "S", "C", "C", "N", "C", "C", "N", "C", "C", "H", "H", "H", "H", "H", "H", "H", "H", "H", "H", "H", "H"],
  "positions_angstrom": [[0.242589, -0.418710, -0.192913], [-3.859171, 2.513326, -0.537039], [-2.422522, 2.105662, -0.753606], [-1.859790, 1.228896, 0.009251], [-2.733218, 0.794361, 1.005563], [-2.213063, 0.382941, 2.104858], [-0.545876, 0.250669, 2.542843], [-3.305478, -0.026674, 3.434398], [-4.979090, 0.080329, 2.697583], [-5.500117, -1.232793, 2.176156], [-6.368738, -1.997206, 2.951796], [-6.822446, -3.231912, 2.504738], [-6.407936, -3.718620, 1.273305], [-5.542230, -2.961545, 0.493021], [-5.092117, -1.727084, 0.939091], [-1.674122, 2.750144, -1.845178], [-2.023489, 4.040652, -2.257620], [-1.347657, 4.702484, -3.266293], [-0.297926, 4.049616, -3.908788], [0.063268, 2.772407, -3.527771], [-0.592886, 2.096567, -2.477898], [-0.192320, 0.906238, -2.120237], [-4.470043, 1.613342, -0.475068], [-4.222678, 3.138504, -1.349435], [-3.978675, 3.035639, 0.414509], [-4.905659, 0.839435, 1.921645], [-5.606681, 0.446471, 3.509213], [-6.689191, -1.620070, 3.918819], [-7.493080, -3.817233, 3.123005], [-6.744612, -4.688066, 0.926359], [-5.194015, -3.334961, -0.462538], [-4.388581, -1.159815, 0.341637], [-2.836577, 4.550668, -1.752969], [-1.633010, 5.707480, -3.549391], [0.237439, 4.539457, -4.714519], [0.872290, 2.251940, -4.030428], [2.398911, 1.027951, -1.265913], [3.197073, 0.442432, -2.357239], [2.949440, -1.052772, -2.451553], [1.509433, -1.326371, -2.481573], [1.465887, 1.196131, -1.656563], [2.765898, 1.937166, -1.017540], [4.259096, 0.612064, -2.172265], [2.954204, 0.907274, -3.319938], [3.348417, -1.547282, -1.566369], [3.481769, -1.443580, -3.322698], [1.342623, -2.323484, -2.456572], [1.077069, -0.942394, -3.312270], [-1.441500, -8.022072, 0.669188], [-1.047983, -6.435388, 0.412819], [-2.151891, -5.236350, -0.133024], [-1.050978, -3.869177, -0.223380], [0.214808, -4.129233, 0.146269], [1.564406, -3.025535, 0.179495], [0.525885, -5.782218, 0.650405], [-1.711405, -2.361277, -0.811037], [2.533359, -1.093010, 2.925124], [3.695704, -0.874538, 3.934091], [4.677553, 0.078061, 3.400885], [5.158423, -0.425682, 2.113550], [3.985093, -0.564704, 1.105135], [2.705892, -0.205976, 1.743813], [2.804175, 1.191315, 2.212626], [4.007143, 1.359529, 3.181591], [1.573696, -0.878312, 3.383809], [2.502313, -2.114778, 2.563877], [4.213279, -1.813296, 4.144302], [3.325454, -0.480432, 4.883577], [5.643970, -1.388671, 2.287008], [5.918348, 0.265911, 1.740698], [3.894731, -1.590208, 0.741881], [4.125958, 0.091442, 0.246278], [1.867822, 1.457186, 2.693804], [2.920184, 1.828459, 1.332668], [3.675137, 1.739500, 4.149701], [4.743129, 2.063463, 2.784497]],
  "forces_ev_per_angstrom": [[0.1, -0.2, 0.1], [0.0, 0.0, 0.0], [0.0, 0.1, -0.1], [-0.1, -0.1, 0.2], [-0.3, -0.1, 0.1], [-0.1, 0.2, -0.1], [0.0, 0.0, -0.1], [-0.1, -0.2, 0.0], [0.3, 0.0, 0.0], [0.0, 0.0, 0.1], [0.0, 0.0, 0.0], [0.0, 0.0, 0.0], [0.0, 0.0, 0.0], [0.0, 0.0, 0.0], [0.0, 0.0, 0.0], [0.0, 0.0, 0.0], [0.0, 0.0, 0.0], [0.0, 0.0, 0.0], [0.0, -0.1, 0.0], [0.0, 0.0, -0.1], [-0.1, 0.1, 0.0], [0.0, -0.1, 0.0], [0.0, 0.0, 0.0], [0.0, -0.1, 0.1], [0.0, 0.0, 0.0], [-0.1, 0.0, 0.0], [-0.1, 0.0, 0.0], [0.0, 0.0, 0.0], [0.0, 0.0, 0.0], [0.0, 0.0, 0.0], [0.0, 0.0, 0.0], [0.0, 0.0, 0.0], [0.1, 0.0, 0.0], [0.0, 0.0, 0.0], [0.0, 0.0, 0.0], [0.0, 0.0, 0.0], [0.1, 0.0, -0.2], [-0.1, -0.1, 0.1], [-0.2, 0.0, 0.1], [0.3, 0.1, 0.0], [0.2, 0.3, -0.3], [0.1, 0.0, 0.1], [0.0, 0.0, 0.0], [0.0, 0.1, 0.0], [0.0, -0.1, 0.0], [0.1, -0.1, -0.1], [-0.1, -0.1, 0.1], [-0.1, 0.1, 0.0], [0.0, -0.1, 0.0], [0.1, 0.1, -0.1], [0.0, 0.1, 0.0], [-0.3, -0.1, -0.1], [0.2, -0.2, 0.1], [0.0, 0.0, 0.1], [0.0, 0.0, 0.0], [0.0, 0.1, 0.0], [0.2, 0.3, 0.0], [0.0, 0.0, -0.1], [-0.1, 0.0, 0.0], [-0.1, 0.0, 0.0], [0.0, 0.0, 0.0], [0.0, 0.0, 0.2], [0.2, -0.1, -0.1], [0.0, -0.1, -0.1], [-0.1, 0.0, 0.0], [0.0, -0.1, -0.1], [0.0, 0.0, 0.0], [0.0, 0.0, 0.0], [0.0, 0.0, 0.0], [0.0, 0.0, 0.0], [0.0, 0.0, 0.0], [0.0, 0.0, 0.0], [-0.1, 0.0, 0.0], [0.0, 0.0, 0.0], [0.0, 0.0, 0.0], [0.0, 0.0, 0.0]],
  "mulliken_spin": [1.0077, -0.0002, 0.0005, 0.0021, -0.0016, 0.0012, -0.0029, 0.0002, -0.0001, -0.0004, 0.0000, 0.0000, 0.0000, -0.0004, 0.0000, 0.0009, 0.0004, -0.0003, 0.0002, 0.0002, 0.0012, 0.0001, 0.0000, 0.0000, 0.0000, 0.0000, 0.0000, 0.0000, 0.0000, 0.0000, 0.0001, 0.0006, 0.0000, 0.0000, 0.0000, 0.0000, 0.0023, 0.0015, -0.0009, 0.0013, -0.0070, 0.0001, -0.0002, 0.0000, -0.0002, -0.0001, -0.0004, 0.0011, -0.0001, -0.0001, 0.0001, -0.0016, 0.0009, -0.0040, 0.0000, -0.0022, 0.0005, 0.0000, 0.0000, 0.0000, 0.0004, 0.0004, 0.0000, 0.0000, -0.0004, -0.0002, 0.0000, 0.0000, 0.0000, 0.0000, -0.0003, 0.0000, -0.0005, -0.0002, 0.0000, 0.0000],
  "relative_energy_kj_mol": 0.0,
  "e_tot_ha": -4715.703895,
  "max_force_ev_per_a": 0.49,
  "gap_ev": [6.040, 6.048],
  "spin_multiplicity": 2,
  "charge": -1
}



2.
{
  "formula": "C27H34Cl5N6OPd",
  "method": "ωB97M-V/def2-TZVPD",
  "elements": ["Pd", "C", "N", "C", "C", "N", "C", "C", "C", "C", "C", "C", "C", "C", "C", "N", "C", "N", "C", "C", "N", "C", "C", "C", "N", "C", "C", "H", "H", "H", "H", "H", "H", "H", "H", "H", "H", "H", "H", "H", "H", "H", "H", "H", "H", "H", "H", "H", "H", "H", "H", "H", "H", "H", "H", "H", "H", "Cl", "C", "C", "C", "Cl", "C", "Cl", "C", "Cl", "C", "Cl", "C", "O", "H", "H", "H", "H"],
  "positions_angstrom": [[1.315799, 0.107243, 0.041458], [-0.594001, -4.709357, 1.487758], [-0.689601, -3.272157, 1.347958], [-1.859201, -2.722157, 1.991158], [0.111699, -2.556957, 0.515558], [-0.261301, -1.473557, -0.139442], [-1.595401, -1.250757, -0.472242], [-2.310201, -2.340757, -0.950742], [-3.683801, -2.286757, -1.168542], [-4.369701, -1.150657, -0.850042], [-3.681301, 0.003643, -0.425642], [-4.429001, 1.147143, -0.069942], [-3.803901, 2.286443, 0.353658], [-2.415201, 2.366043, 0.283558], [-1.642601, 1.294443, -0.148842], [-0.313901, 1.556643, -0.435642], [0.072499, 2.611043, -1.109942], [1.338499, 3.113943, -0.935942], [2.178499, 3.345643, -2.097442], [2.075899, 2.653243, 0.207158], [-0.682301, 3.270843, -2.031142], [-0.570701, 4.707543, -2.192742], [-1.842501, 2.692943, -2.663642], [-2.258101, 0.012043, -0.347742], [1.385599, -3.019257, 0.334358], [2.160999, -2.439357, -0.742242], [2.174399, -3.527757, 1.441558], [-1.530501, -5.161757, 1.145558], [-0.450901, -4.984257, 2.535058], [0.221399, -5.108457, 0.892758], [-2.782301, -3.057457, 1.507558], [-1.826501, -1.637857, 1.979758], [-1.865801, -3.062357, 3.027958], [-1.781801, -3.270057, -1.114442], [-4.196201, -3.164457, -1.531342], [-5.442701, -1.107557, -0.930142], [-5.503901, 1.082343, -0.116142], [-4.372901, 3.142343, 0.682058], [-1.914801, 3.296743, 0.511458], [1.577899, 3.590043, -2.966842], [2.767399, 2.445843, -2.321342], [2.858999, 4.171943, -1.892542], [1.484799, 2.782943, 1.119058], [2.998799, 3.222443, 0.303458], [2.335499, 1.547443, 0.079758], [0.199299, 5.102043, -1.534442], [-1.525201, 5.178043, -1.939342], [-0.331001, 4.968643, -3.226542], [-1.780601, 1.608143, -2.657742], [-1.872601, 3.033943, -3.699342], [-2.773001, 2.993943, -2.174042], [1.645399, -2.588457, -1.696042], [3.130499, -2.931557, -0.778342], [2.296899, -1.326857, -0.575042], [1.560599, -3.633457, 2.330858], [2.987699, -2.836157, 1.678258], [2.606399, -4.497157, 1.184658], [-0.541401, 0.422943, 2.894258], [1.133699, 0.171543, 3.215758], [1.941199, 0.000043, 2.106258], [3.306099, -0.099557, 2.306258], [4.285699, -0.216457, 0.878258], [3.881499, -0.074657, 3.570258], [5.585099, -0.203857, 3.778358], [3.040699, 0.073743, 4.676658], [3.722999, 0.133743, 6.250958], [1.658299, 0.202943, 4.507758], [0.643199, 0.414943, 5.876358], [1.360899, -0.151957, -3.808342], [0.976499, -0.041457, -2.448142], [0.969699, 0.688843, -4.391842], [1.002599, -1.086157, -4.248942], [2.450199, -0.139257, -3.845942], [0.050999, -0.313757, -2.364742]],
  "forces_ev_per_angstrom": [[-2.3, -0.1, 0.5], [0.0, -0.3, -0.1], [0.3, 0.2, -0.2], [-0.3, 0.2, 0.1], [-0.3, -0.5, 0.0], [1.1, 0.6, 0.4], [-0.6, -0.6, -0.6], [0.4, 0.4, 0.0], [-0.4, 0.1, 0.0], [0.1, -0.3, -0.1], [0.1, 0.0, 0.0], [0.1, 0.3, 0.1], [-0.5, -0.3, -0.1], [0.6, -0.6, -0.1], [-1.1, 0.7, 0.5], [1.5, -0.6, 0.4], [-0.4, 0.3, -0.3], [0.0, -0.2, 0.2], [0.2, 0.0, -0.3], [-0.4, 0.0, 0.2], [0.2, -0.1, 0.3], [0.0, 0.3, 0.0], [-0.2, -0.2, -0.2], [0.1, 0.2, 0.1], [-0.2, 0.3, -0.1], [-0.4, 0.0, -0.1], [0.2, -0.2, 0.3], [0.0, 0.0, 0.0], [0.0, 0.0, 0.0], [0.0, 0.0, 0.0], [0.1, 0.0, 0.0], [0.0, -0.1, 0.0], [0.0, 0.0, 0.0], [0.0, 0.0, 0.0], [-0.1, -0.1, 0.0], [-0.2, 0.0, 0.0], [-0.2, 0.0, 0.0], [-0.1, 0.1, 0.0], [0.1, 0.1, 0.0], [0.0, 0.0, 0.0], [0.0, 0.1, 0.0], [0.0, 0.0, -0.1], [0.2, -0.2, -0.2], [0.1, -0.2, -0.1], [1.0, 1.4, 0.2], [-0.1, 0.0, -0.1], [0.0, 0.0, 0.0], [0.0, 0.0, 0.0], [0.0, 0.0, 0.0], [0.0, 0.0, 0.0], [0.1, 0.0, 0.0], [0.1, 0.2, 0.2], [0.1, 0.2, 0.1], [0.8, -1.4, -0.6], [0.0, 0.0, 0.0], [0.0, 0.0, 0.0], [0.0, 0.0, 0.1], [-0.3, 0.1, 0.4], [0.3, 0.0, -0.3], [0.1, 0.1, -0.4], [-0.3, 0.0, 0.0], [0.6, -0.1, 0.0], [0.1, 0.0, 0.1], [-0.1, 0.0, -0.1], [0.1, 0.0, 0.0], [-0.1, 0.0, 0.0], [0.0, 0.0, -0.1], [-0.1, 0.0, -0.1], [0.2, 0.0, -0.4], [-0.4, 0.0, 0.1], [0.1, -0.1, 0.0], [0.1, 0.0, 0.0], [-0.1, 0.0, 0.0], [0.2, 0.1, 0.0]],
  "mulliken_spin": [1.2653, -0.0015, 0.0200, -0.0025, -0.0040, 0.1139, -0.0233, 0.0123, -0.0003, 0.0012, -0.0021, 0.0164, -0.0065, 0.0210, -0.0302, 0.1057, 0.0226, 0.0134, 0.0001, 0.0910, 0.0159, 0.0001, -0.0013, 0.0057, 0.0022, 0.0892, 0.0041, 0.0003, 0.0008, 0.0002, 0.0004, 0.0024, 0.0003, -0.0005, 0.0000, -0.0002, 0.0005, -0.0003, 0.0002, -0.0002, -0.0009, 0.0004, -0.0195, 0.0069, -0.0119, -0.0003, 0.0002, 0.0006, 0.0005, 0.0001, 0.0002, -0.0098, 0.0025, -0.0340, -0.0003, -0.0012, 0.0009, 0.0067, 0.0017, 0.3064, -0.0504, 0.0111, 0.0099, 0.0050, -0.0065, -0.0013, 0.0075, 0.0042, 0.0016, 0.0290, 0.0005, 0.0006, -0.0006, 0.0077],
  "relative_energy_kj_mol": 0.0,
  "e_tot_ha": -3881.587932,
  "max_force_ev_per_a": 2.31,
  "gap_ev": [7.876, 5.977],
  "spin_multiplicity": 3,
  "charge": 1
}



3.
{
  "formula": "C27H34N2O3",
  "method": "ωB97M-V/def2-TZVPD",
  "elements": ["C", "C", "C", "C", "N", "C", "C", "C", "O", "C", "N", "C", "C", "C", "C", "C", "O", "C", "C", "C", "C", "O", "C", "C", "C", "C", "C", "C", "C", "C", "C", "C", "H", "H", "H", "H", "H", "H", "H", "H", "H", "H", "H", "H", "H", "H", "H", "H", "H", "H", "H", "H", "H", "H", "H", "H", "H", "H", "H", "H", "H", "H", "H", "H", "H", "H"],
  "positions_angstrom": [[-2.151237, -2.371216, -1.442413], [-0.838846, -1.928357, -0.808445], [-0.695334, -2.457292, 0.616114], [0.616982, -2.042967, 1.283091], [1.810173, -2.399736, 0.520751], [1.932570, -3.837992, 0.363987], [2.996385, -1.839524, 1.150880], [4.211199, -1.769795, 0.210065], [5.329153, -1.253627, 0.885630], [3.885076, -0.965958, -1.070760], [3.446724, 0.368791, -0.778931], [2.150770, 0.726604, -0.605420], [2.051422, 2.046187, -0.211819], [0.867877, 2.784866, 0.091040], [-0.389790, 2.305689, 0.043175], [-1.540158, 3.144686, 0.366698], [-1.440998, 4.335271, 0.623420], [-2.868386, 2.476401, 0.326765], [-3.985314, 3.235026, -0.027682], [-5.232797, 2.662688, -0.102610], [-5.411829, 1.308609, 0.197080], [-6.688157, 0.853824, 0.097728], [-6.964570, -0.523117, 0.252952], [-6.559900, -1.342842, -0.969270], [-4.308601, 0.555984, 0.590953], [-3.055145, 1.137152, 0.649665], [3.402229, 2.533575, -0.143454], [3.963952, 3.765990, 0.179191], [5.334888, 3.896211, 0.138032], [6.155626, 2.824313, -0.219258], [5.627528, 1.592203, -0.542674], [4.244741, 1.453890, -0.499977], [-2.239800, -1.979770, -2.453005], [-2.210903, -3.456711, -1.487230], [-2.994101, -2.005947, -0.859789], [0.000444, -2.281991, -1.409444], [-0.805217, -0.837271, -0.795525], [-1.511509, -2.068835, 1.230506], [-0.789866, -3.544413, 0.610489], [0.618860, -0.954602, 1.395895], [0.650375, -2.484858, 2.295589], [1.092797, -4.215062, -0.213682], [2.843905, -4.069690, -0.181592], [1.961756, -4.361367, 1.331891], [2.764673, -0.819192, 1.473592], [3.294609, -2.410019, 2.047603], [4.518592, -2.774315, -0.095640], [5.135348, -0.353846, 1.178958], [3.088631, -1.487057, -1.604540], [4.780100, -0.923618, -1.696884], [1.378170, 0.004923, -0.781369], [0.999161, 3.814176, 0.399442], [-0.582837, 1.292900, -0.272381], [-3.845158, 4.281697, -0.252166], [-6.098221, 3.239715, -0.388074], [-6.491427, -0.915550, 1.161694], [-8.049047, -0.567542, 0.386461], [-6.827078, -2.385158, -0.818162], [-5.489295, -1.273752, -1.146736], [-7.076044, -0.969155, -1.849912], [-4.412555, -0.482787, 0.865512], [-2.222700, 0.536350, 0.985212], [3.336626, 4.600639, 0.451989], [5.789890, 4.844126, 0.383702], [7.225852, 2.964401, -0.242828], [6.269755, 0.768051, -0.814085]],
  "forces_ev_per_angstrom": [[0.2, 0.1, 0.0], [-0.2, -0.3, 0.1], [0.3, 0.2, -0.1], [-0.2, -0.1, 0.0], [0.0, 0.1, 0.1], [0.0, 0.1, -0.1], [0.3, -0.1, -0.1], [-0.5, 0.0, -0.3], [0.2, 0.2, 0.2], [0.3, -0.7, 0.2], [-0.1, 0.1, 0.0], [-0.3, 0.5, 0.1], [0.4, -0.6, -0.2], [-0.8, -0.1, 0.1], [0.7, 0.1, 0.0], [-0.1, 0.3, 0.1], [-0.1, -0.2, -0.1], [-0.3, 0.0, 0.1], [0.1, -0.1, 0.0], [-0.1, -0.2, 0.0], [0.1, 0.2, 0.0], [0.1, 0.3, 0.0], [0.0, -0.5, -0.1], [0.0, 0.3, 0.3], [-0.4, -0.3, 0.0], [0.1, 0.3, -0.1], [0.1, -0.4, -0.1], [0.1, 0.0, 0.0], [-0.1, 0.2, 0.1], [0.1, -0.1, 0.0], [0.2, -0.1, -0.1], [0.0, 0.6, 0.2], [-0.1, 0.0, -0.1], [0.0, -0.1, 0.0], [-0.2, 0.0, 0.0], [0.1, 0.1, 0.0], [0.1, 0.1, 0.0], [-0.1, -0.1, 0.0], [-0.1, -0.1, 0.0], [0.0, 0.0, 0.1], [0.1, 0.1, 0.0], [0.0, -0.1, 0.0], [0.0, -0.1, 0.0], [0.0, 0.0, 0.0], [0.0, 0.0, 0.0], [0.0, 0.1, 0.0], [-0.1, 0.1, 0.0], [0.0, 0.0, 0.0], [0.1, 0.1, 0.0], [-0.1, 0.0, 0.0], [-0.2, -0.2, 0.0], [-0.1, 0.1, 0.0], [0.0, -0.1, 0.0], [0.0, 0.1, 0.0], [-0.1, 0.1, 0.0], [-0.1, 0.1, 0.0], [0.2, 0.0, 0.1], [0.0, -0.1, 0.0], [0.1, -0.1, 0.0], [0.0, 0.0, -0.1], [0.0, -0.1, 0.0], [0.1, -0.1, 0.0], [-0.1, 0.1, 0.0], [0.0, 0.1, 0.0], [0.1, 0.0, 0.0], [0.1, -0.1, 0.0]],
  "mulliken_charge": [-1.3679, 0.5447, -0.9467, -1.0311, 0.9392, -1.2235, -1.2088, 0.1383, -0.6088, -1.0683, 0.3010, -1.1119, 1.4194, -0.6487, -0.4139, 0.2043, -0.6628, -0.1761, -0.6661, -0.5481, 0.7019, -0.4772, -0.4472, -0.7307, -0.1295, -0.8370, 0.0200, -0.2985, -0.8183, -0.6794, -0.5118, -0.2206, 0.4375, 0.4097, 0.0311, 0.3926, -0.2959, 0.4220, 0.4892, 0.3207, 0.3819, 0.3096, 0.3028, 0.3585, 0.4038, 0.3641, 0.3352, 0.4634, 0.4323, 0.3871, 0.9128, 0.5237, 0.2284, 0.4295, 0.4314, 0.3336, 0.3292, 0.3519, 0.0938, 0.2954, 0.3827, 0.6734, 0.4481, 0.3980, 0.3979, 0.3881],
  "relative_energy_kj_mol": 228.6,
  "e_tot_ha": -1384.469041,
  "max_force_ev_per_a": 0.83,
  "gap_ev": 7.704,
  "smiles": "CCCCN(C)C[C@H](O)Cn1cc(/C=C/C(=O)c2ccc(OCC)cc2)c2ccccc21"
}